Density functional theory data (ωB97M-V with the def2-TZVPD basis set) for a molecular structure, C2Ag3O6 at a distorted geometry.

Each line ends with the Mulliken charge.
Atoms and positions in Å:
Ag1 -7.0118 -10.9634 -10.6004  0.361
Ag2 -6.0854 -9.0021 -13.7611  0.187
Ag3 -8.6236 -13.9970 -9.3192  0.133
C1 -9.6970 -8.9424 -11.8949  0.624
O1 -9.4648 -9.7761 -12.7559  -0.467
O2 -10.5363 -9.2588 -11.1599  -0.440
O3 -9.2380 -7.7483 -11.8086  -0.563
C2 -5.7529 -10.5612 -7.0065  0.723
O4 -6.9356 -10.8948 -7.4055  -0.526
O5 -5.2474 -9.6597 -7.7314  -0.479
O6 -4.8532 -11.2877 -6.4620  -0.551

Calculated values
* charge: -1
* relative energy (zero: lowest compared OMol25 entry of this formula, charge and spin): 153.41 kcal/mol
* E_HOMO: -0.1292 hartree



Density functional theory data (ωB97M-V with the def2-TZVPD basis set) for a molecular structure, C2AgLi2O6 at a distorted geometry.

Each line ends with the Mulliken spin population.
Atoms and positions in Å:
O1 -0.7138 1.4237 1.0464  0.830
C1 0.2276 1.6350 0.2300  -0.050
O2 0.3388 2.6851 -0.3862  0.188
O3 1.2158 0.7261 0.0736  0.004
Li1 -0.3784 3.8184 -1.6900  -0.001
O4 0.9114 -0.4449 0.8029  0.022
C2 0.4769 -1.4571 -0.0414  0.000
O5 -0.3673 -2.1744 0.5233  -0.001
O6 0.6072 -1.3453 -1.2669  0.007
Ag1 -0.9643 -3.5194 -1.4497  0.000
Li2 -1.3538 -1.3473 2.1579  0.001

Calculated values
* charge: +2
* spin multiplicity: 2
* E_HOMO (alpha / beta): -0.6443 / -0.6434 hartree
* ⟨S²⟩: 0.756



Density functional theory data (ωB97M-V with the def2-TZVPD basis set) for a molecular structure, C2BeFO at a distorted geometry.

Each line ends with the Mulliken spin population.
Atoms and positions in Å:
C1 0.9499 -0.8888 -0.4744  0.064
C2 -0.2841 -0.2360 -0.1448  0.053
O1 0.7049 0.6750 -0.4708  0.044
F1 -0.5110 -0.2971 1.2173  0.003
Be1 -1.0219 1.2981 -0.9125  0.835

Calculated values
* charge: 0
* relative energy (zero: lowest compared OMol25 entry of this formula, charge and spin): 0.00 kcal/mol
* spin multiplicity: 2
* E_HOMO (alpha / beta): -0.3004 / -0.3759 hartree
* ⟨S²⟩: 0.753



no.,molecular weight (g mol⁻¹)
1,443.62
2,241.77
3,68.03